Computed, not measured: a cluster of 2 separate species, C64H77N6O2 in total in a non-equilibrium geometry, with wB97M-V/def2-TZVPD.

Atoms and positions in Å:
1 C -6.530 -3.022 1.180
2 C -6.805 -2.234 -0.106
3 C -5.659 -1.220 -0.251
4 N -4.668 -1.603 0.733
5 C -3.491 -0.938 0.900
6 C -3.279 0.357 0.349
7 C -2.146 1.085 0.661
8 C -1.094 0.514 1.436
9 C 0.151 1.186 1.685
10 C 1.377 0.512 1.404
11 C 1.440 -0.579 0.462
12 C 2.612 -1.259 0.193
13 C 3.805 -0.944 0.904
14 N 4.932 -1.688 0.748
15 C 6.020 -1.664 1.709
16 C 6.978 -2.781 1.273
17 C 6.534 -3.207 -0.132
18 C 5.109 -2.664 -0.317
19 C 3.772 0.143 1.815
20 C 2.617 0.864 2.028
21 C -1.278 -0.826 1.903
22 C -2.449 -1.517 1.672
23 C -5.073 -2.732 1.564
24 H -7.191 -2.672 1.975
25 H -6.688 -4.092 1.048
26 H -6.816 -2.904 -0.970
27 H -7.762 -1.711 -0.057
28 H -5.238 -1.229 -1.268
29 H -6.031 -0.203 -0.065
30 H -4.055 0.799 -0.274
31 H -2.014 2.087 0.245
32 H 0.157 2.254 1.904
33 H 0.533 -0.891 -0.058
34 H 2.611 -2.092 -0.510
35 H 6.527 -0.684 1.712
36 H 5.661 -1.831 2.740
37 H 8.012 -2.433 1.287
38 H 6.882 -3.625 1.963
39 H 7.188 -2.757 -0.883
40 H 6.554 -4.291 -0.252
41 H 4.366 -3.472 -0.235
42 H 4.981 -2.211 -1.313
43 H 4.686 0.393 2.358
44 H 2.634 1.674 2.752
45 H -0.472 -1.303 2.458
46 H -2.585 -2.521 2.075
47 H -4.983 -2.505 2.639
48 H -4.430 -3.609 1.373
49 C 0.419 9.100 6.381
50 C -0.346 9.046 5.072
51 C -1.799 8.665 5.360
52 C -0.292 10.471 4.513
53 C 0.215 8.033 4.018
54 C -0.263 8.231 2.718
55 C 0.331 7.605 1.637
56 C 1.301 6.631 1.855
57 C 1.678 6.248 3.139
58 C 2.718 5.083 3.278
59 C 3.932 5.535 4.091
60 C 3.271 4.614 1.925
61 C 2.074 3.861 3.909
62 C 1.073 6.927 4.236
63 N 1.288 6.448 5.589
64 C 0.523 5.572 6.327
65 C -0.426 4.750 5.749
66 C -1.423 4.015 6.522
67 C -1.242 2.644 6.844
68 C -1.996 2.068 7.845
69 C -2.957 2.867 8.498
70 N -3.241 2.594 9.866
71 O -3.910 3.434 10.511
72 O -2.757 1.561 10.383
73 C -3.363 4.112 7.981
74 C -2.624 4.649 6.947
75 N 1.035 5.656 7.638
76 C 0.642 4.895 8.818
77 C 1.212 3.625 9.095
78 C 2.445 2.926 8.448
79 C 3.516 2.708 9.530
80 C 3.105 3.680 7.305
81 C 2.006 1.563 7.898
82 C 0.646 2.854 10.125
83 C -0.446 3.291 10.845
84 C -0.928 4.575 10.627
85 C -0.315 5.443 9.724
86 C -0.788 6.935 9.772
87 C -1.693 7.235 10.979
88 C -1.586 7.210 8.507
89 C 0.372 7.920 9.889
90 C 2.167 6.495 7.569
91 C 3.130 6.820 8.625
92 C 3.172 6.248 9.925
93 C 4.118 6.700 10.850
94 C 5.038 7.698 10.501
95 C 5.011 8.262 9.217
96 C 4.057 7.840 8.296
97 N 2.311 6.997 6.354
98 H 1.478 9.339 6.241
99 H -0.037 9.861 7.034
100 H 0.339 8.156 6.914
101 H -2.412 8.780 4.459
102 H -1.848 7.614 5.680
103 H -2.219 9.293 6.158
104 H -0.922 10.600 3.627
105 H -0.640 11.180 5.276
106 H 0.743 10.726 4.256
107 H -1.083 8.936 2.540
108 H 0.054 7.881 0.618
109 H 1.761 6.151 0.993
110 H 3.657 5.949 5.061
111 H 4.608 4.685 4.258
112 H 4.469 6.312 3.534
113 H 2.485 4.200 1.280
114 H 3.784 5.429 1.403
115 H 4.004 3.812 2.092
116 H 1.303 3.436 3.253
117 H 2.831 3.095 4.133
118 H 1.578 4.128 4.837
119 H -0.543 4.837 4.671
120 H -0.482 2.076 6.304
121 H -1.823 1.059 8.211
122 H -4.192 4.625 8.465
123 H -2.926 5.586 6.470
124 H 3.143 2.081 10.346
125 H 4.393 2.218 9.085
126 H 3.834 3.671 9.953
127 H 2.357 3.980 6.569
128 H 3.654 4.560 7.658
129 H 3.826 3.027 6.788
130 H 1.196 1.686 7.168
131 H 2.852 1.074 7.396
132 H 1.650 0.900 8.694
133 H 1.051 1.867 10.358
134 H -0.883 2.671 11.623
135 H -1.764 4.910 11.235
136 H -1.168 7.031 11.921
137 H -1.961 8.301 10.979
138 H -2.630 6.670 10.950
139 H -1.040 6.831 7.638
140 H -2.546 6.678 8.541
141 H -1.773 8.285 8.368
142 H 0.989 7.929 8.989
143 H -0.019 8.939 10.024
144 H 1.007 7.668 10.747
145 H 2.431 5.494 10.208
146 H 4.124 6.259 11.851
147 H 5.774 8.032 11.235
148 H 5.728 9.030 8.927
149 H 3.986 8.287 7.303

Output
HOMO level (Ha): -0.320
Energy above the lowest of the compared OMol25 structures with the same formula, charge and spin (eV): 1.2465
Gap between HOMO and LUMO (eV): 4.331
Charge: +1



Computed, not measured: a cluster of 3 separate species, CH10N2O2 in total in a non-equilibrium geometry, with wB97M-V/def2-TZVPD.

Atoms and positions in Å:
1 N -1.665 1.539 0.167
2 C -0.339 1.052 0.502
3 N 0.008 -0.267 -0.106
4 H -2.341 0.961 0.639
5 H -1.875 1.409 -0.792
6 H -0.283 1.019 1.641
7 H 0.383 1.803 0.121
8 H 0.055 -0.253 -1.073
9 H 0.970 -0.550 0.244
10 H 3.749 -0.926 -0.727
11 H 4.358 0.281 -0.300
12 O 3.706 -0.374 0.065
13 H -1.645 -1.395 -0.232
14 H -2.553 -2.536 0.264
15 O -2.527 -1.763 -0.412

Output
HOMO level (alpha / beta) (Ha): -0.565 / -0.563
Multiplicity: 2
Energy above the lowest of the compared OMol25 structures with the same formula, charge and spin (eV): 1.0272
Gap between HOMO and LUMO (alpha / beta) (eV): 11.882 / 5.575
Charge: +1



Computed, not measured: a cluster of 14 separate species, C5H40N2O14 in total in a non-equilibrium geometry, with wB97M-V/def2-TZVPD.

Atoms and positions in Å:
1 C -0.347 -0.364 2.981
2 N 1.040 -0.059 3.423
3 C -0.686 -0.333 1.541
4 C -2.270 -0.249 1.280
5 C -2.635 1.200 1.294
6 N -0.290 -1.716 1.131
7 C 0.439 -1.815 -0.154
8 O 1.166 -3.007 -0.351
9 H -0.656 -1.168 3.698
10 H -1.082 0.476 3.353
11 H 1.202 0.828 3.108
12 H 1.895 -0.539 3.019
13 H -0.163 0.544 0.897
14 H -2.819 -0.621 2.287
15 H -2.770 -0.737 0.335
16 H -3.624 1.533 0.788
17 H -2.618 1.861 2.160
18 H -2.025 1.712 0.628
19 H -1.160 -2.398 1.113
20 H -0.311 -2.026 -0.957
21 H 1.170 -0.988 -0.379
22 H 1.705 -3.115 0.446
23 H -1.201 3.418 -0.652
24 H 0.186 2.876 -1.154
25 O -0.187 3.371 -0.449
26 H -0.393 4.256 1.626
27 H 0.322 2.857 1.973
28 O -0.347 3.496 2.292
29 H 2.848 2.288 -3.426
30 H 3.346 1.181 -2.641
31 O 2.743 1.925 -2.529
32 H 1.275 1.068 -2.350
33 H -0.187 0.322 -2.781
34 O 0.339 0.749 -2.083
35 H -1.136 -3.259 -1.750
36 H -2.284 -4.103 -2.002
37 O -1.942 -3.300 -2.315
38 H -1.703 -0.537 -4.098
39 H -0.786 -1.500 -3.451
40 O -0.742 -0.686 -3.972
41 H 1.904 4.236 0.207
42 H 1.971 4.273 1.817
43 O 1.988 3.800 1.053
44 H -2.847 -1.142 -2.877
45 H -3.119 -0.248 -1.695
46 O -3.139 -0.229 -2.707
47 H 3.422 -0.702 0.245
48 H 2.713 0.082 1.303
49 O 3.474 -0.628 1.137
50 H -2.964 3.002 -2.647
51 H -2.275 1.827 -1.697
52 O -2.088 2.748 -2.166
53 H 1.492 -2.207 2.547
54 H 2.738 -1.961 1.617
55 O 2.268 -2.662 2.145
56 H 1.035 1.459 0.306
57 H 2.060 2.069 1.331
58 O 1.607 1.223 1.106
59 H -0.086 -5.121 -0.486
60 H -0.769 -4.063 0.275
61 O -0.962 -4.793 -0.357

Output
HOMO level (Ha): -0.318
Energy above the lowest of the compared OMol25 structures with the same formula, charge and spin (eV): 8.3112
Gap between HOMO and LUMO (eV): 8.509
Charge: 0



Computed, not measured: a structure of composition C33H30CaN3OPS, with wB97M-V/def2-TZVPD.

Atoms and positions in Å:
1 Ca 0.613 0.040 -0.368
2 C -1.627 2.309 2.106
3 C -0.796 1.058 2.064
4 C -1.389 -0.178 1.804
5 C -0.650 -1.356 1.864
6 C 0.705 -1.314 2.179
7 C 1.320 -0.084 2.403
8 C 0.575 1.093 2.342
9 H -2.105 2.417 3.080
10 H -2.433 2.284 1.369
11 H -1.022 3.208 1.969
12 H -2.444 -0.226 1.562
13 H -1.140 -2.303 1.678
14 H 1.280 -2.230 2.242
15 H 2.382 -0.041 2.615
16 H 1.062 2.045 2.521
17 O -0.316 2.397 -0.886
18 N -1.137 1.298 -1.322
19 C -1.240 1.310 -2.596
20 C -1.913 0.228 -3.336
21 C -2.528 0.661 -4.512
22 C -3.360 -0.185 -5.233
23 C -3.579 -1.472 -4.775
24 C -2.930 -1.924 -3.631
25 C -2.063 -1.109 -2.912
26 P -1.130 -1.844 -1.518
27 C -2.343 -2.885 -0.677
28 C -3.522 -2.290 -0.227
29 C -4.423 -3.023 0.528
30 C -4.148 -4.349 0.841
31 C -2.979 -4.944 0.390
32 C -2.073 -4.215 -0.371
33 C 0.102 -2.942 -2.284
34 C 0.013 -3.534 -3.544
35 C 1.057 -4.306 -4.029
36 C 2.203 -4.497 -3.266
37 C 2.302 -3.930 -2.004
38 C 1.253 -3.160 -1.523
39 H -0.792 2.751 -0.121
40 H -0.884 2.183 -3.143
41 H -2.383 1.681 -4.843
42 H -3.846 0.171 -6.130
43 H -4.246 -2.133 -5.311
44 H -3.111 -2.937 -3.291
45 H -3.754 -1.261 -0.483
46 H -5.343 -2.566 0.866
47 H -4.851 -4.921 1.431
48 H -2.774 -5.980 0.624
49 H -1.169 -4.693 -0.726
50 H -0.866 -3.392 -4.157
51 H 0.979 -4.767 -5.004
52 H 3.012 -5.102 -3.650
53 H 3.186 -4.088 -1.401
54 H 1.328 -2.770 -0.507
55 N 1.778 -0.583 -4.036
56 C 2.660 -0.048 -3.176
57 N 2.354 0.325 -1.953
58 C 3.496 0.891 -1.340
59 C 3.533 1.459 -0.072
60 C 4.727 1.975 0.403
61 C 5.879 1.941 -0.383
62 C 5.846 1.411 -1.661
63 C 4.645 0.893 -2.125
64 S 4.295 0.203 -3.684
65 H 0.902 -0.948 -3.699
66 H 2.087 -0.952 -4.920
67 H 2.646 1.555 0.548
68 H 4.762 2.426 1.384
69 H 6.803 2.347 0.001
70 H 6.735 1.406 -2.275

Output
HOMO level (Ha): -0.503
Energy above the lowest of the compared OMol25 structures with the same formula, charge and spin (eV): 0.0000
Gap between HOMO and LUMO (eV): 7.849
Charge: +2



Computed, not measured: a cluster of 4 separate species, C5H19N2O4 in total in a non-equilibrium geometry, with wB97M-V/def2-TZVPD.

Atoms and positions in Å:
1 O -0.505 -0.674 -1.990
2 C 0.404 -0.454 -1.144
3 N 1.638 -0.851 -1.373
4 C 2.784 -0.965 -0.469
5 C 2.531 -1.786 0.848
6 C 0.081 0.325 0.159
7 N -1.388 0.161 0.476
8 C -1.588 -0.703 1.658
9 H 1.792 -1.337 -2.268
10 H 3.427 -1.735 -0.944
11 H 3.273 0.006 -0.276
12 H 3.137 -1.463 1.701
13 H 2.822 -2.840 0.764
14 H 1.590 -1.631 1.357
15 H 0.691 0.096 1.038
16 H 0.287 1.385 -0.041
17 H -1.720 1.148 0.645
18 H -1.948 -0.024 -0.386
19 H -1.415 -0.203 2.589
20 H -1.031 -1.637 1.408
21 H -2.587 -1.159 1.703
22 H 1.438 -0.360 3.795
23 H 2.367 0.808 3.475
24 O 1.837 0.123 3.053
25 H -1.838 0.692 -2.889
26 H -1.262 1.525 -1.764
27 O -2.104 1.177 -2.084
28 H -3.594 2.590 -0.872
29 H -2.856 3.666 -0.139
30 O -2.893 2.694 -0.195

Output
HOMO level (alpha / beta) (Ha): -0.672 / -0.672
Multiplicity: 2
Energy above the lowest of the compared OMol25 structures with the same formula, charge and spin (eV): 2.2730
Gap between HOMO and LUMO (alpha / beta) (eV): 10.693 / 5.694
Charge: +2



Computed, not measured: a structure of composition C45H58N3O3OsP2, with wB97M-V/def2-TZVPD.

Atoms and positions in Å:
1 Os -0.666 0.336 -0.281
2 O 1.430 -1.653 -7.256
3 C 0.269 -2.140 -6.787
4 O -0.324 -3.005 -7.351
5 C -0.274 -1.568 -5.496
6 C 0.528 -1.141 -4.449
7 C -0.058 -0.737 -3.259
8 C -1.434 -0.740 -3.101
9 C -2.240 -1.153 -4.159
10 C -1.658 -1.574 -5.339
11 N -1.960 -0.333 -1.818
12 C -3.215 -0.364 -1.570
13 C -3.753 0.025 -0.271
14 C -5.113 -0.020 -0.050
15 C -5.609 0.397 1.183
16 C -4.719 0.840 2.142
17 C -3.359 0.846 1.847
18 N -2.883 0.447 0.672
19 H 1.755 -0.891 -6.764
20 H 1.609 -1.162 -4.528
21 H 0.584 -0.426 -2.436
22 H -3.320 -1.172 -4.091
23 H -2.272 -1.929 -6.157
24 H -3.931 -0.674 -2.322
25 H -5.780 -0.372 -0.828
26 H -6.673 0.383 1.381
27 H -5.060 1.181 3.111
28 H -2.635 1.183 2.580
29 C 2.488 -4.596 -1.788
30 C 1.288 -5.140 -1.347
31 C 0.351 -4.344 -0.701
32 C 0.625 -2.989 -0.499
33 C 1.837 -2.452 -0.929
34 C 2.767 -3.252 -1.570
35 P -0.514 -1.965 0.438
36 C -2.154 -2.722 0.261
37 C -2.998 -2.828 1.367
38 C -4.247 -3.423 1.233
39 C -4.655 -3.921 0.004
40 C -3.818 -3.814 -1.105
41 C -2.576 -3.212 -0.981
42 C -0.134 -2.130 2.191
43 C -0.554 -1.152 3.095
44 C -0.389 -1.352 4.457
45 C 0.209 -2.518 4.916
46 C 0.636 -3.487 4.017
47 C 0.465 -3.300 2.653
48 H 3.209 -5.224 -2.296
49 H 1.077 -6.191 -1.500
50 H -0.571 -4.787 -0.347
51 H 2.060 -1.411 -0.743
52 H 3.713 -2.834 -1.895
53 H -2.678 -2.472 2.339
54 H -4.893 -3.515 2.099
55 H -5.615 -4.415 -0.089
56 H -4.126 -4.220 -2.061
57 H -1.923 -3.151 -1.845
58 H -1.006 -0.240 2.728
59 H -0.721 -0.600 5.163
60 H 0.347 -2.672 5.980
61 H 1.099 -4.397 4.378
62 H 0.799 -4.062 1.960
63 C -1.643 2.815 -3.292
64 C -2.377 2.850 -1.978
65 O -1.479 2.417 -0.899
66 H -2.304 3.185 -4.077
67 H -1.334 1.802 -3.558
68 H -0.760 3.456 -3.259
69 H -3.256 2.208 -1.992
70 H -2.704 3.861 -1.748
71 H -1.678 2.930 -0.106
72 C 0.578 4.471 1.183
73 C 1.260 3.536 2.194
74 C 2.377 4.297 2.917
75 C 0.186 3.055 3.190
76 P 1.919 2.047 1.244
77 N 0.578 1.148 0.855
78 C 2.749 2.572 -0.381
79 C 3.488 1.359 -0.958
80 C 1.687 2.976 -1.416
81 C 3.732 3.729 -0.161
82 C 3.073 0.990 2.304
83 C 2.467 0.886 3.710
84 C 4.472 1.612 2.395
85 C 3.144 -0.427 1.715
86 H 0.032 5.235 1.742
87 H -0.136 3.942 0.550
88 H 1.291 4.993 0.549
89 H 1.936 5.194 3.361
90 H 3.167 4.628 2.245
91 H 2.823 3.729 3.730
92 H -0.384 3.928 3.518
93 H 0.608 2.597 4.079
94 H -0.511 2.350 2.729
95 H 2.832 0.494 -1.033
96 H 4.371 1.086 -0.388
97 H 3.823 1.614 -1.967
98 H 0.927 2.205 -1.552
99 H 2.188 3.105 -2.378
100 H 1.181 3.908 -1.183
101 H 4.485 3.510 0.593
102 H 3.235 4.661 0.104
103 H 4.260 3.905 -1.102
104 H 2.527 1.819 4.264
105 H 3.053 0.151 4.267
106 H 1.439 0.534 3.690
107 H 4.462 2.629 2.784
108 H 5.008 1.603 1.449
109 H 5.055 1.006 3.095
110 H 2.158 -0.819 1.486
111 H 3.584 -1.084 2.470
112 H 3.775 -0.492 0.832

Output
HOMO level (alpha / beta) (Ha): -0.604 / -0.604
Multiplicity: 5
Gap between HOMO and LUMO (alpha / beta) (eV): 7.251 / 6.052
Charge: +3



> Look up the charge of the fifth one.

+2



> What is the formula in the third record?

C5H40N2O14



> The lowest charge belongs to which entry?

C5H40N2O14



> What is the charge in the second record?

+1